Entry w
Here is a cluster of 7 separate species, C14H42O14 in total from the OMol25 dataset. Energies are from ωB97M-V with the def2-TZVPD basis set.

For the orbital gap, the calculation gives 9.100 eV. As for the spin multiplicity: 1. As for the SMILES: OCCO.OCCO.OCCO.OCCO.OCCO.OCCO.OCCO. The LUMO energy is -0.0023 Eh. The value obtained for the molecular weight is 434.48 Da. Its net charge is 0.

Geometry (Å):
O  0.60022  -2.11158  -1.43886
C  -0.00473  -0.83716  -1.50286
C  0.27615  -0.05202  -0.21391
O  -0.71471  0.93355  0.02989
H  0.41230  -2.57679  -0.61950
H  0.31587  -0.35065  -2.42317
H  -1.08936  -0.88751  -1.64760
H  1.27143  0.39075  -0.16144
H  0.21237  -0.76796  0.61431
H  -0.33223  1.77003  0.35127
O  4.33443  -6.10094  0.94342
C  3.84513  -4.85291  0.41268
C  2.59690  -5.00628  -0.36638
O  2.87197  -5.51009  -1.68204
H  4.69445  -5.91713  1.81168
H  3.62434  -4.19375  1.25968
H  4.65773  -4.46825  -0.21016
H  2.07837  -4.05283  -0.47045
H  1.92938  -5.75234  0.07763
H  2.77334  -6.46405  -1.68062
O  -1.86062  -5.66185  -2.79028
C  -0.54487  -5.12308  -2.72544
C  -0.24879  -4.12636  -3.80288
O  -0.35400  -4.73793  -5.09409
H  -2.12664  -5.73671  -3.71453
H  -0.41654  -4.71504  -1.72303
H  0.08613  -6.01690  -2.85049
H  0.72167  -3.63326  -3.72050
H  -1.03035  -3.35949  -3.78054
H  0.45214  -5.25498  -5.20789
O  -2.43442  3.64611  0.44178
C  -3.08604  4.49857  1.37179
C  -2.86708  5.97321  0.87634
O  -3.53677  6.22725  -0.35828
H  -2.56011  4.14147  -0.37244
H  -4.16069  4.28973  1.33820
H  -2.70708  4.43500  2.39111
H  -1.81470  6.26251  0.89340
H  -3.38763  6.63690  1.56876
H  -3.03423  5.83188  -1.08034
O  0.60011  2.91498  1.38054
C  0.57461  4.08215  2.18411
C  1.28783  5.17375  1.37878
O  1.01012  6.43479  2.00968
H  1.46729  2.47906  1.39234
H  -0.43209  4.40158  2.43000
H  1.15673  3.85503  3.08116
H  0.85556  5.14903  0.37072
H  2.32455  4.88244  1.17899
H  1.63803  7.02745  1.57522
O  2.61960  1.15739  2.13013
C  3.81691  0.73746  1.46002
C  4.18901  -0.66545  1.87235
O  3.14997  -1.62083  1.66043
H  2.24413  0.37847  2.55061
H  3.61236  0.70431  0.38448
H  4.63380  1.44145  1.60910
H  4.65112  -0.73555  2.86037
H  4.94288  -1.05159  1.17762
H  2.69670  -1.88778  2.46577
O  -6.25335  0.25162  0.54498
C  -5.37865  1.34239  0.33616
C  -4.20266  0.90396  -0.54019
O  -3.30510  0.04581  0.08954
H  -5.77141  -0.48247  0.93855
H  -5.93538  2.09050  -0.22647
H  -4.97091  1.76853  1.25834
H  -3.67475  1.78871  -0.91711
H  -4.63027  0.39867  -1.41615
H  -2.35946  0.26503  0.03569


Entry x
Here is a cluster of 7 separate species, C14H42O14 in total from the OMol25 dataset. Energies are from ωB97M-V with the def2-TZVPD basis set.

For the orbital gap, the calculation gives 9.573 eV. As for the spin multiplicity: 1. As for the SMILES: OCCO.OCCO.OCCO.OCCO.OCCO.OCCO.OCCO. The LUMO energy is 0.0077 Eh. The value obtained for the molecular weight is 434.48 Da. Its net charge is 0.

Geometry (Å):
O  -1.27898  2.02101  4.44051
C  -2.42597  1.95796  3.49063
C  -2.96749  0.57394  3.34601
O  -4.02557  0.58285  2.42658
H  -1.74483  1.88438  5.33959
H  -3.12967  2.68592  3.71091
H  -2.00306  2.37174  2.47216
H  -3.40240  0.27542  4.38111
H  -2.22278  0.01542  2.92475
H  -3.66718  0.63978  1.52155
O  -4.68200  -0.10800  -2.32602
C  -3.90621  -0.28503  -3.41247
C  -3.18834  0.79897  -4.12618
O  -4.06052  1.46740  -5.07922
H  -5.53134  0.14353  -2.48727
H  -3.01334  -1.09652  -3.23206
H  -4.45923  -0.92771  -3.98331
H  -2.11623  0.42456  -4.62210
H  -2.76511  1.43728  -3.41845
H  -4.99373  1.49683  -4.81741
O  0.75310  -1.22685  -0.27440
C  -0.43913  -0.66214  0.25245
C  -1.56865  -0.66723  -0.75974
O  -2.77377  0.08685  -0.22672
H  1.57216  -0.91877  0.19436
H  -0.54732  -1.32147  1.19529
H  -0.32366  0.39966  0.46313
H  -1.86142  -1.69614  -1.00995
H  -1.39965  -0.03181  -1.58759
H  -3.39849  0.04408  -1.02112
O  3.16149  -0.79139  1.24704
C  4.34372  -1.19704  0.66960
C  4.46973  -0.67995  -0.86527
O  5.65380  -1.34427  -1.27661
H  2.93153  -1.34590  2.03623
H  5.11668  -0.74077  1.25032
H  4.58248  -2.23363  0.75212
H  4.53281  0.37633  -0.80563
H  3.50543  -0.87856  -1.35332
H  5.80865  -1.06512  -2.20707
O  2.71821  3.99575  1.78873
C  1.70086  2.85352  1.72169
C  1.96941  1.79689  2.78411
O  0.83082  0.94491  2.86468
H  2.45942  4.66077  1.21177
H  0.74839  3.38673  1.95939
H  1.53316  2.45479  0.80978
H  1.91125  2.30057  3.94481
H  2.83758  1.14294  2.86614
H  0.44666  1.22346  3.62768
O  0.74245  -5.80481  2.14482
C  0.24850  -5.19651  0.99186
C  1.54694  -4.77596  0.22035
O  1.15794  -3.91460  -0.69498
H  1.18603  -6.49344  1.92521
H  -0.33968  -5.89303  0.46613
H  -0.31933  -4.28030  1.40244
H  2.20767  -5.51763  -0.18300
H  2.33191  -4.21773  0.94546
H  1.00566  -3.17525  -0.15206
O  1.59104  1.93977  -3.55356
C  1.06493  1.55959  -2.31468
C  0.15888  2.71674  -1.92903
O  -0.62457  3.22517  -2.97381
H  1.21399  2.57611  -4.01278
H  0.58933  0.61038  -2.36498
H  1.77697  1.28780  -1.50351
H  0.47104  3.65421  -1.67990
H  -0.43388  2.55086  -0.94272
H  -1.26710  3.92268  -2.59246


Stability summary: most stable entry w, least stable entry x.